Below is the molecule C7H12, with properties calculated with the ωB97M-V functional and the def2-TZVPD basis.

* SMILES: C[C@H]1[C@H]2CCC[C@@H]12
* lowest unoccupied orbital energy: 0.0406 Ha
* highest occupied orbital energy: -9.5692 eV
* relative energy (zero: lowest compared OMol25 entry of this formula, charge and spin): 26.6 kcal/mol
* gap between HOMO and LUMO: 10.7 eV

XYZ file:
```
19
Properties=species:S:1:pos:R:3:forces:R:3
C 0.14327 -1.94677 1.02303 -0.0933 -0.0336 -0.1958
C -1.06007 0.81620 0.21879 -0.0672 0.0847 0.1438
C 0.95903 -0.68530 0.86646 -0.0234 -0.0506 0.0479
C 0.32566 0.66987 0.89366 -0.0747 0.1514 0.1733
C 0.63464 0.87625 -1.47499 0.0460 0.0330 -0.0526
C -0.87031 0.72665 -1.31641 -0.0034 -0.0249 0.0444
C 1.29872 0.34152 -0.21912 0.1218 0.1241 -0.0170
H -1.44888 1.80390 0.47481 -0.0427 -0.0713 0.0621
H -1.80321 0.08200 0.55211 0.1931 0.1464 0.1591
H 2.35195 0.61853 -0.19450 -0.2163 0.1421 0.3676
H 0.52987 1.38068 1.68967 0.1241 -0.1322 -0.0521
H -0.78220 -1.92683 0.44485 0.0830 -0.0872 -0.0461
H -0.13438 -2.02428 2.08610 0.0270 -0.0080 -0.2913
H -1.38747 1.54164 -1.83803 0.0009 -0.1934 0.1310
H -1.25787 -0.20376 -1.75111 0.2120 0.0440 0.2684
H 0.84442 1.95597 -1.31471 0.0672 -0.4116 -0.7908
H 1.02875 0.52820 -2.43594 -0.0084 0.1035 0.1683
H 1.85750 -0.74304 1.48750 -0.2622 0.0586 -0.0137
H 0.70747 -2.84998 0.77181 -0.0835 0.1251 -0.1067
```
Positions in Å, forces in eV/Å.

These are the Löwdin partial charges, in e, on atoms 1 to 8: -0.07 -0.15 -0.25 -0.22 -0.18 -0.19 -0.20 0.10

***

Below is the molecule C7H12, with properties calculated with the ωB97M-V functional and the def2-TZVPD basis.

* SMILES: CC[C@H]1C[C@H]2C[C@@H]12
* lowest unoccupied orbital energy: 0.0449 Ha
* highest occupied orbital energy: -9.5470 eV
* relative energy (zero: lowest compared OMol25 entry of this formula, charge and spin): 31.7 kcal/mol
* gap between HOMO and LUMO: 10.8 eV

XYZ file:
```
19
Properties=species:S:1:pos:R:3:forces:R:3
C 0.00060 -0.76003 1.27959 0.0286 -0.1571 0.0312
C -0.23149 1.32276 0.73087 -0.1703 0.2123 -0.1341
C 0.08188 -0.23031 -1.35073 0.0647 0.0817 -0.0050
C 1.20248 1.40199 1.15974 0.1769 0.0425 -0.0247
C -0.64279 -1.28369 -2.18420 -0.0450 -0.0783 -0.0305
C 0.24356 0.58416 1.96745 -0.0073 -0.0499 0.2908
C -0.53913 0.00256 0.02540 -0.0542 -0.0071 -0.1205
H -0.19209 -1.39015 -3.17610 -0.0305 0.0007 0.1329
H 0.07881 0.72499 -1.89160 -0.0242 -0.1057 0.0318
H 1.49346 2.35307 1.59925 -0.0607 -0.1633 -0.0613
H 1.13731 -0.51111 -1.23891 -0.1291 0.0630 -0.0042
H -1.69446 -1.01044 -2.32793 0.1278 -0.0232 0.0314
H 0.89830 -1.37204 1.12204 -0.1312 0.0935 0.0099
H -0.76046 -1.37353 1.76908 0.0975 0.0941 -0.0905
H -1.62593 -0.13244 -0.03743 0.1403 0.0233 -0.0089
H 0.02734 0.80876 3.00716 0.0684 -0.0372 -0.1640
H -0.62175 -2.26691 -1.70268 0.0097 0.0962 -0.0102
H 1.99293 0.91807 0.58587 -0.1690 0.0376 0.0815
H -0.84857 2.21430 0.66314 0.1076 -0.1231 0.0445
```
Positions in Å, forces in eV/Å.

These are the Löwdin partial charges, in e, on atoms 1 to 8: -0.10 -0.20 -0.23 -0.09 -0.11 -0.22 -0.29 0.07

***

- What is the formula in the second record?
  C7H12